Entry from the Open Molecules 2025 dataset: a structure of composition C6H14AlO2 (ωB97M-V/def2-TZVPD).

Geometry as XYZ:
```
23
Properties=species:S:1:pos:R:3:lowdin_charge:R:1
Al 2.10606 4.01403 -0.97829 1.00
O 3.41376 -1.52267 -2.16330 0.00
O -3.34670 2.56830 1.77310 -0.02
C 5.31509 -2.41956 -0.91716 -0.06
C 4.41019 -2.47711 -2.11829 -0.57
C 5.17579 -2.65026 -3.39419 -0.06
C -5.21133 2.56165 3.40077 -0.06
C -5.46090 1.44585 1.26821 -0.08
C -4.77262 2.57836 1.95806 -0.53
H 4.50802 -2.87159 -4.22677 0.08
H 3.89081 -3.41542 -1.92353 0.18
H -5.38852 1.45924 0.18069 0.08
H 6.01669 -3.24981 -0.83634 0.09
H 4.73334 -2.65854 -0.02689 0.08
H 5.67639 -1.74798 -3.74545 0.09
H -6.27504 2.37715 3.55106 0.09
H 5.90854 -3.44931 -3.28149 0.09
H 5.78930 -1.44378 -0.81187 0.09
H -4.64996 1.74327 3.85156 0.09
H -5.14955 3.51947 1.55763 0.16
H -6.50796 1.74439 1.31959 0.08
H -5.23348 0.43415 1.60415 0.10
H -4.94800 3.46017 3.95882 0.08
```

Values from the calculation:
Energy above the lowest of the compared OMol25 structures with the same formula, charge and spin, kcal per mole: 215.11
Frontier orbital gap, eV: 1.5
Total charge: +1

=====

Entry from the Open Molecules 2025 dataset: a cluster of 2 separate species, C9H14 in total (ωB97M-V/def2-TZVPD).

Geometry as XYZ:
```
23
Properties=species:S:1:pos:R:3:lowdin_charge:R:1
C 2.44908 -0.43754 1.58688 -0.18
C -1.29495 0.60878 0.32658 0.02
C -0.62162 -1.70673 -1.31635 0.01
C -1.35391 -1.76789 -0.12940 0.05
C -0.53596 2.06863 -1.56325 0.01
C -1.54380 -0.66855 0.76469 0.03
C 2.53587 0.95848 2.20223 -0.16
C -0.28147 -0.41677 -1.66771 0.04
C -0.73107 0.72473 -0.94687 -0.17
H 2.63947 0.85345 3.28017 0.07
H 3.42155 1.43241 1.78136 0.07
H -1.65323 -2.71876 0.30723 0.14
H 1.68606 1.60837 1.98344 0.05
H -1.17625 2.13281 -2.45462 0.12
H -1.62633 1.48163 0.87042 0.14
H 1.65813 -1.09582 1.94082 0.05
H 0.46726 2.37507 -1.84468 0.11
H -1.86745 -0.91494 1.76677 0.13
H 0.15420 -0.33156 -2.65897 0.14
H 3.43616 -0.86750 1.76082 0.07
H -0.95394 2.82393 -0.89645 0.09
H -0.52069 -2.52346 -2.01186 0.13
H 2.39130 -0.41641 0.49103 0.05
```

Values from the calculation:
Energy above the lowest of the compared OMol25 structures with the same formula, charge and spin, kcal per mole: 10.84
Frontier orbital gap (alpha / beta), eV: 10.2 / 6.4
Total charge: +1
Multiplicity: 2

=====

Entry from the Open Molecules 2025 dataset: a structure of composition C6H12FHfO2 (ωB97M-V/def2-TZVPD).

Geometry as XYZ:
```
22
Properties=species:S:1:pos:R:3:lowdin_charge:R:1
Hf -4.99739 3.28717 -9.43092 2.23
F -5.44762 5.41285 -8.94495 -0.51
O -5.52155 9.61552 -11.71979 0.42
O -4.62922 3.65363 -6.92950 -0.15
C -4.20735 7.74961 -11.21681 0.09
C -4.19078 2.76529 -4.74714 0.04
C -5.53323 8.47829 -11.39201 -0.30
C -4.50733 3.86791 -5.71448 -0.37
C -4.65917 5.24480 -5.12558 0.04
C -6.79733 7.79095 -10.94979 0.08
H -4.30145 6.73912 -11.61946 0.11
H -3.12791 2.86028 -4.50394 0.14
H -5.56163 5.69416 -5.54568 0.11
H -7.03665 6.96454 -11.62304 0.13
H -4.83031 5.14015 -4.05584 0.11
H -3.82022 5.92329 -5.28385 0.12
H -7.61687 8.50851 -11.00388 0.13
H -3.98388 7.72425 -10.14696 0.13
H -4.34620 1.78611 -5.19697 0.10
H -4.80066 2.90843 -3.85653 0.12
H -3.40612 8.32704 -11.67628 0.13
H -6.83512 7.40843 -9.92908 0.11
```

Values from the calculation:
Energy above the lowest of the compared OMol25 structures with the same formula, charge and spin, kcal per mole: 0.00
Frontier orbital gap, eV: 2.5
Total charge: +3

=====

Entry from the Open Molecules 2025 dataset: the ion CH4N5O with charge +1 (ωB97M-V/def2-TZVPD).

Geometry as XYZ:
```
11
Properties=species:S:1:pos:R:3:lowdin_charge:R:1
O 1.22090 -0.88918 -0.11570 -0.02
N -0.05491 -0.62487 -0.05579 -0.02
N -2.26636 -0.54174 -0.01059 0.08
N -2.03775 0.76852 0.28348 0.02
N -1.06508 1.37452 0.30181 0.32
N -1.05915 -1.26109 -0.11256 0.15
C 1.99844 0.28350 -0.09487 -0.03
H 2.89232 0.08690 0.42953 0.08
H 2.14858 0.77786 -1.15058 0.14
H 1.36041 1.08072 0.49520 0.11
H -3.13740 -1.05514 0.03007 0.18
```

Values from the calculation:
Energy above the lowest of the compared OMol25 structures with the same formula, charge and spin, kcal per mole: 98.64
Frontier orbital gap (alpha / beta), eV: 9.3 / 9.3
Total charge: +1

=====

Entry from the Open Molecules 2025 dataset: an isolated molecule of C4H7N3 (ωB97M-V/def2-TZVPD).

Geometry as XYZ:
```
14
Properties=species:S:1:pos:R:3:lowdin_charge:R:1
N 2.85090 0.07210 0.44393 0.04
N 0.79619 -0.25005 1.25087 0.02
N 2.11139 0.06891 1.44536 -0.11
C 0.85091 -0.12190 -1.24588 0.24
C 0.42352 -0.34865 -0.00563 -0.48
C -1.85075 0.71489 0.11571 -0.09
C -1.09091 -0.52910 -0.31536 -0.21
H 3.76890 0.39137 0.79234 0.06
H -2.92605 0.52058 0.11447 0.08
H -1.35536 -1.42843 0.24723 0.13
H 0.88624 -0.88580 -2.02259 0.07
H -1.28956 -0.74985 -1.37335 0.11
H -1.53175 1.00000 1.12032 0.07
H -1.64367 1.54593 -0.56740 0.08
```

Values from the calculation:
Energy above the lowest of the compared OMol25 structures with the same formula, charge and spin, kcal per mole: 127.81
Frontier orbital gap, eV: 8.6

=====

Entry from the Open Molecules 2025 dataset: an isolated molecule of C4H10OS2 (ωB97M-V/def2-TZVPD).

Geometry as XYZ:
```
17
Properties=species:S:1:pos:R:3:lowdin_charge:R:1
S -0.23425 0.35529 2.18653 0.49
S -0.62971 -1.57395 1.69629 0.44
O -1.39391 0.73312 -2.13303 -0.06
C 0.38518 1.14507 -0.47522 -0.23
C -0.52903 1.37359 0.72666 -0.56
C -0.23044 0.20710 -1.51613 -0.27
C 0.94517 -2.15664 1.07503 -0.49
H 0.53564 2.08963 -0.96719 0.10
H -1.58821 1.41264 0.47256 0.07
H -0.37758 2.38815 1.09469 0.07
H 0.43169 0.04024 -2.34483 0.11
H 1.14053 -3.18779 1.39882 0.03
H -0.45081 -0.73396 -1.01197 0.07
H -2.11723 0.82508 -1.51422 0.07
H 1.75042 -1.56582 1.49750 0.02
H 1.38218 0.82643 -0.17319 0.11
H 0.98035 -2.17819 -0.01231 0.02
```

Values from the calculation:
Energy above the lowest of the compared OMol25 structures with the same formula, charge and spin, kcal per mole: 15.05
Frontier orbital gap, eV: 9.8

=====

Number 1: maximum force 3.21 eV Å⁻¹. Number 2: maximum force 2.24 eV Å⁻¹. Number 3: maximum force 8.03 eV Å⁻¹. Number 4: maximum force 5.25 eV Å⁻¹. Number 5: maximum force 0.72 eV Å⁻¹. Number 6: maximum force 1.02 eV Å⁻¹.